This record from the OMol25 dataset describes a single CH3NP2 molecule at a distorted geometry. The level of theory is the ωB97M-V functional and the def2-TZVPD basis.

The frontier orbital gap comes out at 8.5 eV. The total charge is 0. As for the SMILES: N#C[PH2]=P.

```
7
Properties=species:S:1:pos:R:3:forces:R:3
C 2.046 -0.443 0.075 -0.854 -0.646 -0.033
N 3.055 -0.978 -0.037 0.446 0.115 -0.060
P 0.271 -0.041 0.284 0.279 0.416 0.044
P -1.400 -1.248 0.075 0.424 0.067 0.163
H 0.393 1.215 -0.319 -0.274 0.028 -0.282
H 0.391 0.359 1.598 -0.016 0.020 0.526
H -1.318 -1.058 -1.313 -0.004 0.000 -0.357
```
Positions in Å, forces in eV/Å.

Atom charges from the Löwdin analysis, given in e for atoms 1 to 6:
1. C -0.4464
2. N 0.0770
3. P 0.3766
4. P 0.3342
5. H -0.0367
6. H -0.0491


This record from the OMol25 dataset describes 2 unconnected molecules or ions with the total composition CH3NS2 at a distorted geometry. The level of theory is the ωB97M-V functional and the def2-TZVPD basis.

The frontier orbital gap comes out at 8.4 eV. The total charge is 0.

```
7
Properties=species:S:1:pos:R:3:forces:R:3
C -1.534 1.668 -0.552 2.291 2.613 -2.953
N -0.232 -0.209 0.431 2.145 -0.757 -1.522
S -2.447 2.614 -1.416 -0.242 0.565 0.044
S -1.770 0.433 0.427 -0.295 -2.029 1.701
H 0.247 1.797 -0.761 -2.763 -0.098 0.339
H 0.295 0.559 -0.235 -0.838 -1.832 1.660
H -0.190 -1.140 -0.079 -0.296 1.537 0.731
```
Positions in Å, forces in eV/Å.

Atom charges from the Löwdin analysis, given in e for atoms 1 to 6:
1. C -1.2430
2. N -0.4214
3. S 0.6369
4. S 0.8313
5. H 0.1562
6. H -0.0120


This record from the OMol25 dataset describes 2 unconnected molecules or ions with the total composition CH3NS2 at a distorted geometry. The level of theory is the ωB97M-V functional and the def2-TZVPD basis.

The frontier orbital gap comes out at 10.1 eV. The total charge is 0. As for the SMILES: N=C=S.S.

```
7
Properties=species:S:1:pos:R:3:forces:R:3
C -1.071 1.224 0.394 -0.670 -0.628 -0.341
N -0.048 1.443 -0.138 2.181 1.359 -0.650
S -2.363 0.554 0.850 -2.190 -0.689 1.284
S 0.659 -1.385 -0.299 -1.388 3.631 -8.361
H 0.963 -1.965 0.623 2.204 -4.783 8.452
H 0.278 2.308 -0.498 0.466 0.526 -0.237
H 1.581 -2.179 -0.934 -0.604 0.585 -0.146
```
Positions in Å, forces in eV/Å.

Atom charges from the Löwdin analysis, given in e for atoms 1 to 6:
1. C -0.9763
2. N 0.0638
3. S 0.7382
4. S 0.6388
5. H -0.3933
6. H 0.0856


This record from the OMol25 dataset describes 2 unconnected molecules or ions with the total composition CH3NSi at a distorted geometry. The level of theory is the ωB97M-V functional and the def2-TZVPD basis.

The frontier orbital gap (spin up / spin down) comes out at 9.4 / 6.5 eV. The total charge is 0.

```
6
Properties=species:S:1:pos:R:3:forces:R:3
C 1.781 -0.943 0.585 -0.260 -0.306 1.244
N 2.686 -1.645 0.758 0.068 0.508 -0.024
Si 0.097 -0.554 0.015 -1.167 -0.676 -0.700
H -1.384 -0.038 0.420 2.027 -0.052 0.141
H -2.363 1.056 1.365 0.018 0.014 -0.061
H 0.561 -0.520 -1.362 -0.687 0.512 -0.600
```
Positions in Å, forces in eV/Å.

The molecule's Löwdin atomic charges, reported in e, are given here:
1. C -0.5129
2. N 0.0592
3. Si 0.6832
4. H -0.1867
5. H 0.0740
6. H -0.1168


This record from the OMol25 dataset describes a single CH3NSi molecule at a distorted geometry. The level of theory is the ωB97M-V functional and the def2-TZVPD basis.

The frontier orbital gap (spin up / spin down) comes out at 7.7 / 6.9 eV. The total charge is 0.

```
6
Properties=species:S:1:pos:R:3:forces:R:3
C 0.200 -1.096 1.084 -0.129 0.623 -0.751
N -0.206 0.500 -1.627 0.898 0.355 2.194
Si 0.314 0.246 -0.080 -0.523 1.862 -0.818
H 0.728 1.602 0.515 0.193 -1.305 -0.293
H -0.214 -2.074 1.169 -0.006 -0.563 0.259
H -0.968 0.084 -2.103 -0.433 -0.972 -0.589
```
Positions in Å, forces in eV/Å.

The molecule's Löwdin atomic charges, reported in e, are given here:
1. C -0.0499
2. N -0.1812
3. Si 0.4285
4. H -0.0478
5. H -0.0694
6. H -0.0802


This record from the OMol25 dataset describes a single CH3NSi molecule at a distorted geometry. The level of theory is the ωB97M-V functional and the def2-TZVPD basis.

The frontier orbital gap comes out at 12.9 eV. The total charge is 0. As for the SMILES: N#C[SiH3].

```
6
Properties=species:S:1:pos:R:3:forces:R:3
C -1.225 0.071 0.106 0.625 -0.443 0.223
N -2.350 -0.022 -0.077 -0.938 0.102 0.018
Si 0.620 -0.012 0.008 -0.583 -1.186 0.938
H 0.789 1.093 -0.813 0.784 1.289 -1.368
H 1.256 0.236 1.300 -0.004 -0.102 0.204
H 0.910 -1.366 -0.524 0.116 0.341 -0.015
```
Positions in Å, forces in eV/Å.

The molecule's Löwdin atomic charges, reported in e, are given here:
1. C -0.4326
2. N 0.0625
3. Si 0.6215
4. H -0.1042
5. H -0.0834
6. H -0.0639


This record from the OMol25 dataset describes 2 unconnected molecules or ions with the total composition CH3NSi at a distorted geometry. The level of theory is the ωB97M-V functional and the def2-TZVPD basis.

The frontier orbital gap (spin up / spin down) comes out at 7.1 / 7.1 eV. The total charge is 0.

```
6
Properties=species:S:1:pos:R:3:forces:R:3
C -1.879 0.812 -0.289 2.675 -1.130 0.456
N -2.541 1.750 -0.185 -0.627 0.539 -0.017
Si 0.978 -0.502 0.137 -2.114 0.287 -0.656
H 1.079 -0.546 -1.312 0.097 -0.013 -0.114
H 2.131 0.037 0.839 -0.086 0.472 0.211
H 0.233 -1.550 0.810 0.055 -0.155 0.120
```
Positions in Å, forces in eV/Å.

The molecule's Löwdin atomic charges, reported in e, are given here:
1. C -0.3842
2. N -0.1496
3. Si 0.8938
4. H -0.1195
5. H -0.1184
6. H -0.1220


This record from the OMol25 dataset describes 2 unconnected molecules or ions with the total composition CH3O2 at a distorted geometry. The level of theory is the ωB97M-V functional and the def2-TZVPD basis.

The frontier orbital gap comes out at 6.6 eV. The total charge is -1.

```
6
Properties=species:S:1:pos:R:3:forces:R:3
O -1.263 -1.423 1.261 2.240 -0.332 -1.459
H -0.408 -1.647 0.731 -2.141 0.410 1.374
O 0.692 1.153 -1.619 0.716 -0.370 1.511
C 0.438 0.747 -0.489 -0.757 0.698 -0.748
H -0.592 0.376 -0.313 0.444 -0.304 0.646
H 1.134 0.793 0.429 -0.502 -0.101 -1.324
```
Positions in Å, forces in eV/Å.

The molecule's Löwdin atomic charges, reported in e, are given here:
1. O -0.7248
2. H -0.1747
3. O -0.0872
4. C -0.1537
5. H 0.0487
6. H 0.0918